Below is a molecular structure, C49H59As3CsNO5P2S, with properties calculated with wB97M-V/def2-TZVPD.

Summary:
**Orbital gap (spin up / spin down)**: 3.769 / 4.062 eV
**LUMO (spin up / spin down)**: 3.5 / 3.5 eV
**Multiplicity**: 1
**Charge**: -2
**Electronic energy**: -275958.119 eV
**Highest occupied orbital energy (spin up / spin down)**: -0.23 / -0.53 eV
**Energy above the lowest of the compared OMol25 structures with the same formula, charge and spin**: 258.8 kcal per mole

Structure (XYZ):
```
121
Properties=species:S:1:pos:R:3:forces:R:3:lowdin_charge:R:1
C -5.41038 -0.11866 2.11825 -0.5 0.0 0.3 -0.151
H -6.52221 0.22418 -1.08797 0.2 0.0 0.2 0.094
C -1.59183 3.40981 -2.05896 3.1 -0.9 3.4 -0.533
H 7.66870 3.38223 3.18410 0.1 0.1 0.1 0.003
H 3.37741 -6.03850 -3.31531 0.0 0.1 0.0 0.084
H -5.32131 -0.71736 -2.68352 0.2 0.0 0.1 0.093
O 1.58080 1.59972 -1.82714 -0.2 0.5 0.6 -0.184
C -0.77683 3.46544 2.39808 2.2 1.9 0.4 -0.384
C 6.42172 1.04178 4.89925 -0.1 0.2 -0.1 -0.368
C 0.16096 -3.00396 2.34326 0.0 -0.3 -0.1 -0.107
O -0.19920 -0.41075 2.46932 -0.1 0.5 1.6 -0.747
H 3.64709 0.01738 -5.20573 0.0 0.0 0.0 0.086
C -7.75084 0.34128 0.66956 0.5 0.0 0.0 -0.097
C 0.47833 -4.87470 -4.65391 0.3 0.3 0.2 -0.101
H 4.81787 1.15547 2.36144 0.1 0.0 0.1 0.033
H -5.01998 2.27152 -0.35675 0.2 -0.1 0.0 0.090
H 1.05537 1.20686 3.02043 0.1 0.0 0.1 0.003
H -4.81532 4.14855 -1.88188 -0.1 0.0 0.0 0.098
C -4.20492 3.27038 -2.02735 -2.2 -1.5 0.5 -0.077
H -1.13747 2.54405 2.02335 0.7 -0.3 -0.3 -0.174
C -3.29417 3.24573 -3.08258 -1.6 1.4 -2.2 -0.261
C -0.42002 -4.26951 2.25637 0.0 0.0 0.2 -0.126
H -0.69556 3.01735 -2.56980 0.6 0.3 0.3 0.131
H -0.30129 -4.70713 -1.09495 0.0 0.2 -0.1 0.091
C 3.77991 1.45872 2.23331 -0.1 -0.1 0.6 -0.379
C 0.31374 0.51712 -4.76155 0.3 0.0 0.4 -0.086
C 3.10212 0.41904 4.46422 0.1 0.2 -0.2 -0.066
C 2.65741 -0.06412 -4.76540 -0.1 -0.3 0.6 -0.118
H 0.86885 5.96248 2.68366 -0.1 0.0 0.0 0.008
P 0.81020 -2.24051 -1.43221 2.8 3.7 -5.9 0.958
H 3.31439 2.97629 5.33356 0.0 0.1 0.1 0.052
C 1.16749 -1.00198 -3.04138 0.0 1.2 -1.0 -0.326
H 3.83689 -0.29500 -1.24387 -0.1 0.0 0.0 0.006
H -5.48202 -2.59642 -4.27750 0.0 0.1 0.0 0.092
H -0.62522 -3.17172 -3.95065 0.1 0.0 0.1 0.096
C -2.57984 0.99661 -2.42339 -0.8 0.2 0.0 -0.377
C 0.11347 -0.26974 -3.60845 2.6 1.2 1.3 -0.406
H 6.19631 0.49897 3.98385 -0.1 0.0 0.0 0.003
H -0.98316 3.53463 3.46341 0.0 -0.1 0.1 0.043
S -1.52116 -0.45147 -2.87283 -1.2 -0.6 -2.6 0.946
H -0.23872 -5.10563 -5.43718 0.1 0.1 0.1 0.090
H 5.03855 0.57705 -0.26121 0.1 -0.1 0.0 0.021
H -4.07731 2.81872 3.28787 -0.4 0.2 0.3 0.081
O -1.88020 2.88929 -0.96856 1.8 2.9 0.3 -0.187
H 2.50572 -0.36056 3.99049 -0.2 0.0 -0.1 0.067
N -3.38270 2.42937 2.71069 0.0 -0.2 -0.1 0.146
As 2.93217 0.06124 1.11275 0.7 0.1 -0.3 1.166
H -8.66361 0.50901 0.10876 0.0 0.0 0.0 0.092
H 3.29909 -1.41079 -3.21995 -0.1 -0.1 0.0 0.087
C 6.58580 3.35745 3.07583 -0.1 0.0 0.2 -0.359
H 3.68369 3.78905 3.82508 0.1 0.1 0.0 0.028
C -0.57089 -4.87903 1.01210 0.1 -0.1 -0.1 -0.122
H -4.16761 -4.66576 -3.91325 0.0 0.1 0.0 0.090
C 2.30283 -4.30408 -2.61830 -0.2 -0.4 -0.4 -0.114
As 5.79411 2.91783 4.83641 -0.4 -0.1 -0.3 1.104
C -6.53682 0.18317 -0.00316 0.2 -0.2 0.7 -0.079
H 1.56107 2.40116 -2.33460 -0.2 0.6 -0.4 0.043
H 1.72818 1.23417 -6.20282 -0.1 0.1 -0.1 0.085
Cs -0.33652 0.72702 0.17454 -0.3 0.1 -1.0 1.074
O -1.90988 -0.68383 -4.36350 -2.2 -0.8 0.9 -0.540
H 3.88761 -1.76395 2.64826 -0.1 -0.1 0.1 0.009
H -1.02408 -5.86342 0.93948 0.0 0.0 0.0 0.086
C 2.51156 -5.39815 -3.45752 -0.2 0.1 -0.3 -0.116
As 1.16205 3.51801 2.06203 0.0 0.1 0.6 1.139
C 1.41450 5.14697 3.15801 0.1 0.0 -0.2 -0.357
C -6.62251 0.03847 2.78595 -0.3 0.2 -0.2 -0.103
H -2.68200 -4.85954 -1.93895 0.0 0.1 0.0 0.096
C 4.12161 -1.42839 1.64273 -0.2 0.0 -0.1 -0.289
H -8.74069 0.37483 2.58650 0.1 0.0 -0.1 0.088
C 0.26637 -3.78085 -3.81308 0.2 -0.4 0.1 -0.076
C -4.74238 -1.61756 -2.50481 0.4 -0.5 0.4 -0.085
H 1.76153 -6.54246 -5.12062 0.0 0.0 0.0 0.078
C -5.35024 -0.06038 0.73457 -0.5 -0.7 -0.8 -0.397
C 1.16844 -3.49911 -2.76547 -0.6 -0.7 1.2 -0.376
C 0.41821 -2.97290 -0.02029 -0.8 -2.1 1.9 -0.552
H 1.02991 -1.37482 1.27715 0.2 0.1 0.0 -0.095
H 5.97960 0.53429 5.75248 0.0 -0.1 0.0 0.006
C 1.59745 2.09315 3.39990 0.5 0.0 -0.3 -0.363
P -3.69267 -0.56673 0.10350 0.4 2.5 -3.9 1.136
H -3.31714 4.02435 -3.84977 -1.9 -1.4 -1.3 0.135
H -4.50794 -0.32164 2.68247 0.0 0.0 0.0 0.089
C -2.49568 2.10160 -3.27263 -1.5 -3.4 -1.2 -0.140
H 0.26389 -2.52497 3.30704 0.0 0.1 -0.1 0.077
C -3.89982 -1.73337 -1.36496 -1.2 -0.3 0.4 -0.404
C 1.57825 0.62027 -5.32515 -0.3 -0.1 0.2 -0.111
H -6.65709 -0.03177 3.86851 0.0 0.0 -0.1 0.092
H 7.50360 1.04916 5.02591 0.1 0.1 0.1 0.004
H 1.02959 4.99349 4.16252 0.0 0.0 0.2 0.016
H 6.24589 4.34460 2.77135 0.0 0.1 0.0 0.008
C -7.79481 0.26482 2.06330 0.3 0.0 0.1 -0.114
H 3.96650 -2.26094 0.95479 -0.1 0.0 0.0 0.019
C 0.59433 -2.34265 1.19302 -0.6 -1.4 1.4 -0.234
H -2.51672 -2.99010 -0.32566 0.0 -0.1 -0.1 0.082
H 2.35229 1.13512 -2.13180 0.3 -0.6 -0.5 -0.012
C -4.09452 -3.84324 -3.20912 0.1 0.1 0.3 -0.101
C -3.16428 -2.89749 -1.19460 0.0 -0.5 0.0 -0.143
H 5.16506 -1.11579 1.59990 0.1 0.1 0.0 0.011
H 4.10226 0.01167 4.61841 0.0 0.1 0.0 0.048
C -0.15465 -4.22544 -0.13621 -0.8 -1.7 1.4 -0.152
H 6.33801 2.64324 2.29865 -0.1 -0.1 0.0 0.000
O -2.16761 4.37098 -2.69341 2.4 3.3 2.0 -0.054
C -4.31177 2.18649 -1.18001 0.6 -0.6 -0.2 -0.114
H 3.77151 2.38324 1.65900 0.0 0.1 -0.1 0.046
C -4.83478 -2.67803 -3.41354 0.3 0.3 0.6 -0.094
C 2.45949 -0.86571 -3.64334 -1.0 -0.1 0.0 -0.133
C -3.52576 0.99309 -1.31706 0.6 -0.9 0.4 -0.285
C 1.60119 -5.68665 -4.47495 0.0 0.1 0.2 -0.132
H 2.65750 0.61581 5.44363 0.0 0.0 0.0 0.085
C -2.56599 1.96183 2.02047 -2.7 -1.6 -0.3 -0.116
H -0.50699 1.03359 -5.23424 -0.1 -0.1 0.1 0.092
H -1.26290 4.28505 1.87277 0.0 -0.1 -0.1 0.049
C 3.10464 1.70448 3.60470 -0.2 0.1 0.0 -0.639
C 3.97837 0.49306 -0.50469 0.4 -0.2 0.4 -0.307
H -0.75814 -4.78051 3.15568 0.0 0.1 -0.1 0.076
H -1.81733 2.12534 -4.10989 -0.1 -0.4 -0.1 0.110
C 3.82474 2.85635 4.37539 0.2 -0.5 -0.2 -0.363
H 3.00225 -4.09671 -1.81731 -0.1 0.0 0.1 0.091
C -3.25878 -3.95257 -2.09986 -0.1 0.1 -0.3 -0.084
H 1.13102 2.33922 4.35803 0.1 0.1 0.1 0.078
H 3.63624 1.43563 -0.90062 0.0 0.3 0.0 -0.001
H 2.45856 5.43874 3.19914 0.2 0.1 0.1 -0.012
```
Positions in Å, forces in eV/Å.